Entry from the OMol25 dataset: C32H30AsBr2CoF3NO3 as an isolated structure (ωB97M-V with the def2-TZVPD basis set).

Cartesian coordinates (Å):
Co 0.16625 -0.18270 -0.09230
C -1.41901 1.33857 -2.87814
C -0.23785 0.49760 -3.25903
C 0.16239 0.37782 -4.59927
C 1.21638 -0.43147 -4.94317
C 1.94466 -1.08536 -3.92775
C 3.03634 -1.95805 -4.10029
Br 3.69456 -2.31028 -5.85265
C 3.65170 -2.56225 -3.02535
C 3.25963 -2.25894 -1.72761
Br 4.13089 -3.08003 -0.26218
C 2.24361 -1.33427 -1.45988
O 1.93988 -0.88183 -0.29912
C 1.52150 -0.84145 -2.59882
N 0.42508 -0.12495 -2.29836
H -1.66870 2.00318 -3.70926
H -0.09668 2.55650 -1.73190
H -2.27443 0.68325 -2.68524
H -0.38765 0.90293 -5.36374
H 1.50140 -0.55466 -5.97815
H 4.45796 -3.26346 -3.18077
C 1.02386 -4.95109 6.36563
C 0.78440 -4.12279 5.13934
C 1.57785 -3.02201 4.86491
C 1.33815 -2.20862 3.76854
C 2.25274 -1.05278 3.51840
C 0.26846 -2.51793 2.91396
C -0.48741 -3.68172 3.12288
C -1.55904 -4.11433 2.17042
C -0.22346 -4.45387 4.24303
C -0.08018 -1.57088 1.82724
O -0.52460 -1.96362 0.71105
O 0.01792 -0.32560 2.03375
H 1.64912 -4.41730 7.07762
H 1.52315 -5.88376 6.10192
H 0.08113 -5.20011 6.85001
H 2.39835 -2.78247 5.52766
H 3.19438 -1.20638 4.04186
H 1.80105 -0.12767 3.87294
H 2.44929 -0.93851 2.45556
H -2.20700 -3.28891 1.89020
H -2.15786 -4.91215 2.60465
H -1.10108 -4.48129 1.25363
H -0.81722 -5.33888 4.43161
F -5.08982 7.21709 -1.91341
C -4.55335 6.74253 -0.77421
F -3.98652 7.78362 -0.15306
F -5.60024 6.36969 -0.00246
C -3.62515 5.59149 -1.01384
C -2.34776 5.55298 -0.46440
C -1.55610 4.44328 -0.68450
C -2.02073 3.35845 -1.43465
C -3.29551 3.42556 -1.99194
C -4.09429 4.53283 -1.78232
C -1.11874 2.17076 -1.60375
C -1.12268 1.27756 -0.37883
H -1.97862 6.39626 0.09757
H -0.55233 4.41190 -0.28488
H -3.67516 2.61432 -2.59320
H -5.08183 4.59264 -2.21328
C -1.76529 2.33632 2.55055
As -2.45483 1.41344 0.97595
C -4.24434 2.22025 0.77847
C -3.01844 -0.32252 1.64227
H -2.35864 2.05124 3.42039
H -1.81561 3.41751 2.40791
H -0.73134 2.02261 2.69097
H -4.75042 2.05396 1.72776
H -4.79614 1.71682 -0.01458
H -4.20487 3.28569 0.57535
H -4.02059 -0.24454 2.06784
H -2.33271 -0.65706 2.41619
H -3.01938 -1.04999 0.82898

Values from the calculation:
- multiplicity = 5
- ⟨S²⟩ = 6.014
- gap between HOMO and LUMO (alpha / beta) (eV) = 7.28 / 6.50
- LUMO (alpha / beta) (eV) = 0.0 / -0.8
- DFT total energy (eV) = -288007.089
- HOMO (alpha / beta) (eV) = -7.275 / -7.342

Results of the Löwdin charge analysis, in e, for atoms 1 through 8: 0.74, -0.10, -0.25, 0.00, -0.01, -0.19, -0.63, 0.74